{"formula": "C3H13N4", "method": "ωB97M-V/def2-TZVPD", "largest_force_ha_per_bohr": 0.0861, "e_lumo_ev": -3.7232, "e_tot_ev": -9271.8088, "homo_lumo_gap_ev": 8.46, "charge": 1, "symbols": ["C", "C", "C", "N", "N", "N", "N", "H", "H", "H", "H", "H", "H", "H", "H", "H", "H", "H", "H", "H"], "coordinates": [[-1.15331, 1.40372, -1.31617], [-0.04923, -0.75551, -1.77438], [0.01280, 0.54377, -1.08375], [1.17116, 0.96489, -0.69349], [1.06048, -1.39276, 2.11041], [-0.64583, -0.03496, 1.08548], [0.12832, -0.23196, 2.26157], [-0.75515, 2.36183, -0.90025], [-1.55883, 1.56422, -2.34920], [-2.04680, 1.17798, -0.76946], [-1.10864, -1.10332, -1.73891], [0.50635, -1.55499, -1.36287], [0.22817, -0.62303, -2.87096], [1.20911, 1.68375, -0.09640], [2.02130, 0.33467, -0.69862], [1.20703, -1.47622, 1.04554], [0.49700, -2.23290, 2.36312], [-1.29348, -0.76876, 1.26292], [0.82540, 0.55429, 2.30107], [-0.25586, -0.41470, 3.22434]]}